Entry 1:
Computed, not measured: C3H3Br2F as an isolated structure in a non-equilibrium geometry, with wB97M-V/def2-TZVPD.

For the highest occupied orbital energy, the calculation gives -0.356 Ha. The calculation puts the energy at -145959.8866 eV. The calculation puts the energy above the lowest of the compared OMol25 structures with the same formula, charge and spin at 86.6 kJ/mol.

CARTESIAN COORDINATES (ANGSTROEM)
C 0.293 0.313 -0.563
C 0.325 0.436 0.939
C 1.563 -0.016 -0.021
F 0.283 1.608 1.595
Br 2.830 1.391 -0.221
Br 2.424 -1.760 0.274
H -0.219 -0.380 -1.189
H 0.257 1.386 -1.127
H -0.029 -0.434 1.468

Atomic partial charges in e from the Mulliken method, atoms 1 to 5: -0.5093 -0.0815 0.1565 -0.2487 -0.1033


Entry 2:
Computed, not measured: C8H16B2O5SSn as an isolated structure in a non-equilibrium geometry, with wB97M-V/def2-TZVPD.

For the highest occupied orbital energy, the calculation gives -0.027 Ha. The calculation puts the energy at -36803.5434 eV. Its net charge is -2. The calculation puts the energy above the lowest of the compared OMol25 structures with the same formula, charge and spin at 420.1 kJ/mol.

CARTESIAN COORDINATES (ANGSTROEM)
Sn 15.164 0.446 -13.782
B 17.140 -0.655 -11.432
H 17.477 0.369 -11.473
H 17.777 -1.183 -10.740
H 16.114 -0.650 -11.097
H 17.203 -1.153 -12.387
B 15.783 -2.528 -14.962
H 15.659 -3.593 -14.840
H 16.439 -2.112 -14.213
H 16.192 -2.313 -15.937
H 14.831 -2.023 -14.910
C 11.918 -2.827 -11.653
C 12.591 -1.727 -12.274
C 11.732 -0.577 -12.921
O 12.256 0.465 -13.276
C 10.278 -0.871 -12.957
C 9.702 -2.046 -12.505
C 10.571 -3.056 -11.819
O 10.185 -4.144 -11.312
O 8.449 -2.116 -12.753
O 13.839 -1.734 -12.437
H 12.552 -3.425 -11.015
H 9.621 -0.175 -13.459
C 15.575 5.023 -16.331
S 15.377 4.835 -14.567
O 15.334 3.324 -14.456
C 17.095 5.299 -14.086
H 15.386 6.002 -16.772
H 14.862 4.385 -16.853
H 16.586 4.677 -16.547
H 17.248 6.360 -14.285
H 17.874 4.743 -14.607
H 17.201 5.135 -13.014

Atomic partial charges in e from the Mulliken method, atoms 1 to 5: 0.8467 0.5199 -0.3249 -0.1737 -0.2983


Entry 3:
Computed, not measured: C17H14HoN4S2 as an isolated structure in a non-equilibrium geometry, with wB97M-V/def2-TZVPD.

For the highest occupied orbital energy (alpha / beta), the calculation gives -0.382 / -0.382 Ha. The calculation puts the energy at -71281.5284 eV. As for the spin multiplicity: 5. Its net charge is +1.

CARTESIAN COORDINATES (ANGSTROEM)
Ho 0.449 -0.306 0.006
S 1.870 -0.133 -2.017
C 2.375 -1.761 -1.526
C 2.629 -2.694 -2.572
C 3.143 -3.904 -2.328
C 3.292 -4.342 -0.990
C 2.993 -3.543 0.072
C 2.630 -2.178 -0.176
S 2.427 -1.130 1.235
H 2.466 -2.311 -3.586
H 3.422 -4.568 -3.090
H 3.731 -5.337 -0.807
H 3.274 -3.819 1.095
N -1.817 2.548 0.113
C -2.486 1.426 0.474
C -3.853 1.454 0.402
C -4.600 0.472 0.992
C -3.889 -0.657 1.453
C -2.506 -0.640 1.392
N -1.781 0.377 0.876
C -0.525 2.972 0.500
C -0.346 4.305 0.784
C 0.920 4.788 1.061
C 1.941 3.963 0.799
C 1.713 2.624 0.515
N 0.475 2.136 0.378
H -2.389 3.343 -0.062
H -4.330 2.427 0.116
H -5.692 0.571 1.052
H -4.307 -1.569 1.860
H -1.873 -1.520 1.700
H -1.275 4.878 0.948
H 1.068 5.862 1.389
H 2.959 4.324 0.746
H 2.517 1.940 0.209
N -1.711 -3.370 -0.889
C -0.988 -2.519 -0.581
H -1.929 -4.111 -1.542

Atomic partial charges in e from the Mulliken method, atoms 1 to 5: 0.5723 -0.3634 0.6296 -0.6356 -0.6189


Entry 4:
Computed, not measured: C29H32CoN4O5P2S as an isolated structure, with wB97M-V/def2-TZVPD.

For the highest occupied orbital energy (alpha / beta), the calculation gives -0.379 / -0.420 Ha. The calculation puts the energy at -113824.8945 eV. As for the spin multiplicity: 5. Its net charge is +1. The calculation puts the energy above the lowest of the compared OMol25 structures with the same formula, charge and spin at 0.0 kJ/mol.

CARTESIAN COORDINATES (ANGSTROEM)
Co 0.547 0.345 1.409
C -3.194 0.008 2.395
P -1.492 0.493 2.868
C -1.776 2.002 3.839
C -1.089 -0.762 4.147
C -0.774 -2.114 3.491
P 0.617 -1.921 2.308
C 0.434 -3.322 1.158
C 2.103 -2.356 3.255
H -3.797 -0.176 3.286
H -3.192 -0.890 1.777
H -3.668 0.811 1.829
H -2.581 1.848 4.559
H -2.043 2.826 3.177
H -0.864 2.257 4.377
H -1.921 -0.844 4.850
H -0.231 -0.387 4.711
H -1.639 -2.478 2.929
H -0.538 -2.875 4.237
H 0.398 -4.272 1.693
H 1.287 -3.336 0.478
H -0.477 -3.210 0.569
H 2.021 -3.366 3.659
H 2.264 -1.642 4.063
H 2.970 -2.298 2.596
C -4.430 -4.219 -5.942
O -3.202 -4.109 -5.225
C -2.438 -3.028 -5.433
C -2.769 -1.980 -6.293
C -1.889 -0.923 -6.436
C -0.707 -0.874 -5.701
C -0.363 -1.945 -4.861
C -1.220 -3.007 -4.733
N 0.099 0.251 -5.934
N 1.039 0.564 -5.192
C 1.233 0.441 -3.871
C 2.583 0.312 -3.438
C 2.913 0.111 -2.138
C 1.901 0.104 -1.123
O 2.148 -0.090 0.080
C 0.512 0.370 -1.543
N -0.386 0.443 -0.545
C -1.639 0.734 -0.838
C -2.063 0.985 -2.144
C -1.156 0.900 -3.171
C 0.175 0.558 -2.884
H -4.871 -5.159 -5.629
H -4.250 -4.240 -7.018
H -5.102 -3.397 -5.691
H -3.687 -1.992 -6.860
H -2.108 -0.110 -7.116
H 0.584 -1.956 -4.337
H -0.975 -3.857 -4.110
H 3.345 0.331 -4.207
H 3.937 -0.032 -1.825
H -2.329 0.792 -0.007
H -3.093 1.252 -2.330
H -1.464 1.114 -4.185
O 1.227 2.557 0.994
C 1.715 2.508 2.131
N 1.523 1.410 2.895
S 2.242 1.523 4.363
O 3.278 0.541 4.499
O 1.236 1.573 5.393
C 2.908 3.136 4.068
C 3.677 3.917 4.905
C 4.069 5.161 4.422
C 3.697 5.591 3.151
C 2.922 4.789 2.323
C 2.533 3.552 2.804
H 3.965 3.578 5.890
H 4.673 5.806 5.045
H 4.019 6.564 2.807
H 2.627 5.109 1.333

Atomic partial charges in e from the Mulliken method, atoms 1 to 5: 0.7537 -1.4425 1.0484 -1.4043 -0.9143


Values of molar mass, in order: 217.86 364.61 503.39 669.55, all in g/mol.